ORCA calculation (ωB97M-V/def2-TZVPD) on C20H18ClN5O2 in the gas phase.

The geometry in XYZ format:
```
46
Properties=species:S:1:pos:R:3:mulliken_charge:R:1
O 5.036 -3.022 -1.485 -0.718
C 4.507 -3.877 -0.734 0.818
N 5.155 -5.134 -0.726 -0.121
O 6.091 -5.453 -1.744 -0.411
C 3.250 -3.479 -0.035 0.804
C 2.669 -4.473 0.846 -1.232
C 1.444 -4.084 1.422 -0.814
C 0.843 -2.838 1.193 0.794
C 1.457 -1.844 0.319 0.993
C 2.747 -2.156 -0.188 -1.267
C 0.683 -0.624 0.002 -0.796
C -0.455 -0.286 1.014 0.305
N -1.260 0.896 0.492 -0.161
C -1.142 2.076 1.025 0.307
N -1.480 1.960 2.266 -0.457
C -1.635 3.120 2.944 -0.563
C -1.623 4.286 2.316 -0.537
C -1.476 4.287 0.941 0.934
C -1.348 5.399 0.079 0.539
C -1.092 6.660 0.802 -0.390
C -0.760 7.782 0.116 -0.467
C -0.322 7.577 -1.156 0.221
Cl 0.390 8.765 -2.198 -0.163
N -0.639 6.400 -1.851 -0.560
C -1.109 5.274 -1.268 -0.126
N -1.215 3.145 0.287 -0.478
C -1.301 -1.505 1.521 -1.418
C -0.429 -2.634 1.974 -0.663
H 4.696 -5.887 -0.267 0.202
H 6.578 -4.625 -2.070 0.366
H 3.001 -5.505 1.084 0.127
H 0.890 -4.762 2.088 0.311
H 3.277 -1.436 -0.795 0.516
H 0.327 -0.718 -1.056 0.384
H 1.409 0.195 -0.003 0.400
H 0.053 0.121 1.917 0.163
H -1.104 1.127 -0.492 0.319
H -1.693 3.193 4.018 0.384
H -1.777 5.206 2.938 0.197
H -1.060 6.753 1.904 0.122
H -0.746 8.814 0.565 0.336
H -1.204 4.363 -1.880 0.459
H -2.174 -1.728 0.831 0.336
H -1.962 -1.057 2.360 0.280
H -0.143 -2.318 2.970 0.365
H -1.012 -3.614 2.058 0.358
```

Properties
SMILES ... O=C(NO)c1ccc2c(c1)C[C@@H](Nc1nccc(-c3ccc(Cl)nc3)n1)CC2
Multiplicity ... 1
Orbital gap ... 8.327 eV
LUMO energy ... -0.4 eV


ORCA calculation (ωB97M-V/def2-TZVPD) on C20H18FN7O in the gas phase.

The geometry in XYZ format:
```
47
Properties=species:S:1:pos:R:3:mulliken_charge:R:1
C 1.529 5.706 0.024 -0.563
O 1.662 4.340 -0.385 -0.249
N 2.580 3.710 0.501 -0.417
C 2.981 2.503 0.200 -0.343
C 3.814 1.694 1.116 0.370
C 4.790 2.204 1.938 0.594
N 5.152 3.515 1.818 -0.411
N 5.500 1.520 2.817 -0.676
C 5.225 0.227 2.854 -0.361
N 4.356 -0.419 2.071 -0.754
C 3.668 0.325 1.255 0.241
N 2.735 -0.433 0.579 -0.140
C 1.347 -0.254 0.679 0.227
C 0.743 0.622 1.597 0.147
C -0.656 0.696 1.682 -1.197
C -1.433 -0.068 0.809 1.104
N -2.817 -0.146 0.778 -0.847
C -3.093 -1.052 -0.159 0.332
C -4.506 -1.489 -0.473 -0.946
C -4.383 -2.620 -1.463 0.277
C -4.007 -3.942 -1.069 -0.217
C -4.006 -4.996 -1.985 -0.597
C -4.218 -4.730 -3.354 -0.321
C -4.478 -3.428 -3.786 0.079
F -4.598 -3.265 -5.092 -0.304
C -4.594 -2.369 -2.843 -0.347
N -1.899 -1.539 -0.701 0.031
C -0.826 -0.884 -0.102 -0.205
C 0.548 -1.002 -0.178 -0.988
H 0.681 6.206 -0.489 0.266
H 1.367 5.828 1.113 0.264
H 2.494 6.209 -0.201 0.262
H 2.598 2.044 -0.687 0.561
H 4.449 4.085 1.352 0.293
H 5.651 3.912 2.590 0.285
H 5.857 -0.409 3.510 0.364
H 3.012 -1.390 0.706 0.353
H 1.379 1.188 2.269 0.559
H -1.128 1.326 2.417 0.409
H -5.033 -0.633 -0.920 0.356
H -5.011 -1.780 0.440 0.303
H -3.807 -4.117 0.002 0.376
H -3.828 -6.018 -1.670 0.390
H -4.156 -5.548 -4.054 0.412
H -4.793 -1.361 -3.252 0.357
H -1.836 -2.289 -1.384 0.212
H 0.991 -1.680 -0.871 0.459
```

Properties
SMILES ... CO/N=C/c1c(N)ncnc1Nc1ccc2nc(Cc3cccc(F)c3)[nH]c2c1
Multiplicity ... 1
ΔE to the lowest compared entry with this formula, charge and spin ... 0.0 kJ/mol
Orbital gap ... 8.349 eV
LUMO energy ... 0.5 eV


ORCA calculation (ωB97M-V/def2-TZVPD) on C20H18N2O2PdS4Te as an isolated structure.

The geometry in XYZ format:
```
48
Properties=species:S:1:pos:R:3:mulliken_charge:R:1
Pd 0.121 -0.201 -0.253 0.116
O 0.664 -5.726 -4.218 -0.554
C 0.551 -4.749 -3.531 0.579
S 1.819 -3.530 -3.321 -0.187
C 0.897 -2.473 -2.258 0.245
C -0.283 -2.863 -1.894 0.024
S -1.233 -2.006 -0.705 -0.399
S -0.903 -4.349 -2.600 -0.139
S 1.567 -0.918 -1.806 -0.398
N -1.720 1.276 -0.149 -0.738
C -2.184 1.060 -1.194 0.829
N -2.672 0.867 -2.394 -0.004
C -4.129 0.738 -2.541 -0.530
C -4.478 1.018 -3.990 -0.616
O -3.766 0.163 -4.861 -0.385
C -2.367 0.356 -4.737 -0.788
C -1.892 0.035 -3.333 -0.038
H -4.618 1.456 -1.885 0.447
H -4.444 -0.273 -2.266 0.286
H -4.254 2.066 -4.227 0.342
H -5.537 0.835 -4.161 0.346
H -2.111 1.392 -4.994 0.385
H -1.892 -0.314 -5.450 0.335
H -0.834 0.262 -3.213 0.235
H -2.050 -1.021 -3.104 0.225
Te 1.875 1.389 0.867 0.417
C 3.067 -0.025 1.887 0.268
C 4.137 0.436 2.646 -0.452
C 4.926 -0.468 3.340 -0.508
C 4.655 -1.827 3.264 -0.454
C 3.594 -2.283 2.497 -0.644
C 2.793 -1.384 1.806 -0.179
C 0.789 2.002 2.567 0.152
C 1.246 3.100 3.287 -0.385
C 0.565 3.505 4.426 -0.524
C -0.569 2.821 4.836 -0.416
C -1.027 1.732 4.110 -0.698
C -0.352 1.319 2.972 -0.084
H 4.356 1.496 2.699 0.311
H 5.757 -0.110 3.933 0.373
H 5.276 -2.531 3.802 0.374
H 3.383 -3.342 2.434 0.396
H 1.964 -1.741 1.208 0.523
H 2.128 3.640 2.964 0.359
H 0.921 4.357 4.989 0.372
H -1.101 3.140 5.723 0.375
H -1.915 1.201 4.427 0.379
H -0.717 0.472 2.404 0.428
```

Properties
Multiplicity ... 1
ΔE to the lowest compared entry with this formula, charge and spin ... 56.8 kJ/mol
Orbital gap (spin up / spin down) ... 6.178 / 6.179 eV
LUMO energy (spin up / spin down) ... -1.2 / -1.2 eV


ORCA calculation (ωB97M-V/def2-TZVPD) on C20H18N2O5 in the gas phase.

The geometry in XYZ format:
```
45
Properties=species:S:1:pos:R:3:mulliken_charge:R:1
C -3.080 5.762 0.062 -1.101
N -1.688 5.897 -0.293 0.051
C -1.276 7.115 -0.947 -1.098
C -0.898 4.775 -0.384 1.037
C -1.338 3.532 0.093 -0.410
C -0.526 2.419 0.038 -1.008
C 0.755 2.492 -0.498 0.301
N 1.528 1.320 -0.523 -0.024
C 2.763 1.124 -1.021 0.617
O 3.474 1.948 -1.551 -0.667
C 3.259 -0.325 -0.850 -0.520
O 2.256 -1.161 -0.289 -0.234
C 1.994 -2.329 -0.877 0.158
O 2.600 -2.799 -1.801 -0.586
C 0.815 -2.984 -0.225 0.471
C 0.471 -4.257 -0.504 -0.291
C -0.682 -4.892 0.133 0.505
O -1.028 -6.037 -0.085 -0.657
C -1.384 -3.995 1.070 0.241
C -2.511 -4.434 1.769 -0.510
C -3.167 -3.596 2.641 -0.657
C -2.708 -2.296 2.834 -0.370
C -1.598 -1.839 2.158 -0.640
C -0.931 -2.687 1.273 0.506
O 0.157 -2.183 0.631 -0.402
C 1.205 3.714 -0.983 -0.869
C 0.394 4.828 -0.928 -0.300
H -3.178 5.359 1.073 0.310
H -3.622 5.107 -0.630 0.361
H -3.554 6.741 0.047 0.335
H -1.177 6.991 -2.033 0.369
H -2.012 7.893 -0.757 0.328
H -0.320 7.456 -0.546 0.321
H -2.323 3.421 0.515 0.326
H -0.896 1.474 0.412 0.387
H 1.083 0.513 -0.102 -0.026
H 3.575 -0.715 -1.823 0.383
H 4.127 -0.314 -0.183 0.291
H 1.057 -4.822 -1.211 0.505
H -2.842 -5.447 1.596 0.466
H -4.038 -3.943 3.176 0.400
H -3.221 -1.639 3.520 0.405
H -1.225 -0.836 2.300 0.448
H 2.192 3.787 -1.409 0.521
H 0.783 5.751 -1.322 0.326
```

Properties
SMILES ... CN(C)c1ccc(NC(=O)COC(=O)c2cc(=O)c3ccccc3o2)cc1
Multiplicity ... 1
ΔE to the lowest compared entry with this formula, charge and spin ... 137.4 kJ/mol
Orbital gap ... 6.771 eV
LUMO energy ... -0.7 eV


ORCA calculation (ωB97M-V/def2-TZVPD) on C20H18N2O6 in the gas phase.

The geometry in XYZ format:
```
46
Properties=species:S:1:pos:R:3:mulliken_charge:R:1
C 0.125 3.758 2.151 -0.758
O 0.859 2.642 1.669 -0.321
C 0.214 1.470 1.693 0.396
O -0.914 1.360 2.114 -0.607
C 0.990 0.315 1.186 0.657
C 0.457 -0.898 1.508 -0.768
N 0.977 -2.070 1.087 0.402
N 0.263 -3.236 1.304 -0.724
C -1.010 -3.465 0.812 0.016
O -1.525 -4.544 0.966 -0.629
C -1.660 -2.269 0.210 -0.726
C -2.841 -1.788 0.746 -1.088
C -3.383 -0.601 0.278 -0.428
C -2.760 0.112 -0.733 1.001
O -3.181 1.301 -1.226 -0.420
C -4.288 1.921 -0.616 -0.987
C -1.586 -0.412 -1.328 0.794
O -1.053 0.335 -2.332 -0.465
C 0.123 -0.121 -2.955 -0.711
C -1.053 -1.592 -0.851 0.310
C 2.156 -2.163 0.341 0.279
O 2.574 -3.260 0.024 -0.728
C 2.754 -0.882 -0.007 0.555
C 3.907 -0.915 -0.800 -0.626
C 4.493 0.251 -1.230 -0.654
C 3.921 1.472 -0.880 -0.615
C 2.789 1.524 -0.098 -1.067
C 2.179 0.352 0.370 0.988
H 0.805 4.605 2.120 0.234
H -0.746 3.939 1.518 0.323
H -0.216 3.575 3.172 0.311
H -0.437 -0.954 2.110 0.704
H 0.842 -4.051 1.485 0.278
H -3.321 -2.325 1.548 0.442
H -4.289 -0.230 0.728 0.408
H -5.201 1.330 -0.741 0.368
H -4.407 2.876 -1.126 0.245
H -4.108 2.095 0.450 0.382
H 0.960 -0.179 -2.251 0.173
H 0.351 0.617 -3.722 0.251
H -0.023 -1.098 -3.428 0.373
H -0.163 -2.006 -1.300 0.559
H 4.309 -1.881 -1.063 0.496
H 5.383 0.223 -1.839 0.409
H 4.370 2.391 -1.225 0.457
H 2.362 2.477 0.160 0.513
```

Properties
SMILES ... COC(=O)c1cn(NC(=O)c2ccc(OC)c(OC)c2)c(=O)c2ccccc12
Multiplicity ... 1
ΔE to the lowest compared entry with this formula, charge and spin ... 253.0 kJ/mol
Orbital gap ... 8.503 eV
LUMO energy ... 0.2 eV


DFT total energy for the records above, in order: -1657.2458, -1331.3103, -3021.5539, -1258.6660, -1333.8878 Ha